{"formula": "C8H20BrN4O6S2", "method": "ωB97M-V/def2-TZVPD", "elements": ["Br", "N", "C", "N", "C", "N", "N", "H", "H", "H", "H", "O", "S", "O", "O", "C", "C", "C", "H", "H", "H", "H", "H", "H", "H", "H", "O", "S", "O", "O", "C", "C", "C", "H", "H", "H", "H", "H", "H", "H", "H"], "coordinates": [[-0.506, 2.490, 1.245], [-0.716, 0.961, 0.258], [0.098, -0.075, 0.455], [1.084, -0.078, 1.367], [1.636, -1.267, 1.247], [1.050, -2.010, 0.310], [0.052, -1.239, -0.216], [-1.474, 0.898, -0.404], [2.483, -1.613, 1.818], [1.248, -2.950, 0.005], [-0.582, -1.480, -0.963], [-5.381, -3.571, 0.756], [-5.374, -2.143, 0.782], [-4.604, -1.426, -0.195], [-4.916, -1.664, 2.233], [-3.691, -2.231, 2.738], [-2.490, -1.683, 1.997], [-7.010, -1.512, 0.824], [-3.733, -3.319, 2.674], [-3.662, -1.963, 3.792], [-2.511, -2.007, 0.957], [-1.565, -2.045, 2.453], [-2.490, -0.592, 2.006], [-7.571, -2.043, 1.587], [-7.438, -1.690, -0.161], [-6.970, -0.446, 1.030], [4.678, 4.256, -2.339], [4.336, 2.959, -2.831], [2.965, 2.639, -3.096], [4.929, 1.867, -1.830], [4.613, 2.026, -0.432], [3.165, 1.699, -0.125], [5.315, 2.554, -4.231], [4.863, 3.038, -0.112], [5.286, 1.345, 0.084], [2.498, 2.420, -0.599], [2.989, 1.729, 0.949], [2.906, 0.712, -0.511], [6.356, 2.772, -4.008], [4.960, 3.176, -5.049], [5.172, 1.503, -4.467]], "atomic_forces_ev_per_a": [[-0.2, 0.1, -0.1], [0.2, -0.6, -0.2], [-0.1, 0.6, 0.2], [0.0, -0.5, 0.0], [0.0, 0.1, 0.1], [0.0, -0.1, -0.1], [-0.2, 0.6, 0.1], [-0.1, 0.2, 0.1], [0.0, -0.1, 0.0], [-0.1, 0.0, -0.1], [0.2, -0.5, 0.0], [0.1, -0.1, -0.1], [-0.1, 0.2, 0.2], [0.0, 0.0, -0.1], [-0.1, 0.0, 0.0], [0.3, -0.1, 0.1], [0.2, 0.0, -0.1], [0.0, 0.0, 0.0], [-0.1, 0.0, -0.1], [-0.1, 0.1, 0.0], [0.0, 0.0, 0.0], [-0.1, 0.0, 0.1], [0.0, 0.0, 0.1], [0.0, 0.0, 0.0], [0.0, 0.0, 0.0], [0.0, 0.0, 0.0], [-0.1, 0.1, 0.0], [0.1, -0.2, 0.0], [0.0, 0.0, 0.0], [0.0, -0.1, -0.1], [0.0, 0.1, 0.3], [0.0, 0.2, -0.2], [0.0, 0.0, 0.0], [0.0, 0.0, -0.1], [0.0, -0.1, -0.1], [0.0, 0.0, 0.0], [0.1, 0.0, 0.0], [0.1, 0.0, 0.0], [0.0, 0.0, 0.0], [0.0, 0.0, 0.0], [0.0, 0.0, 0.0]], "mulliken_charge": [0.09, -0.30, 0.68, -0.46, -0.20, -0.09, 0.09, 0.26, 0.46, 0.22, 0.23, -0.63, 1.17, -0.61, -0.26, -0.66, -0.75, -0.94, 0.38, 0.32, 0.29, 0.36, 0.29, 0.33, 0.38, 0.32, -0.63, 1.19, -0.61, -0.26, -0.68, -0.77, -0.94, 0.37, 0.30, 0.32, 0.51, 0.17, 0.33, 0.38, 0.32], "energy_ha": -4357.36974, "homo_lumo_gap_ha": 0.3507, "charge": 1, "e_homo_ev": -12.97}